Here is a molecular structure, ClH10LiO5 in a non-equilibrium geometry from the OMol25 dataset. Energies are from ωB97M-V with the def2-TZVPD basis set.

Each line ends with the Löwdin charge.
Atoms and positions in Å:
1 O -0.58 2.85 1.60  -0.052
2 H -0.61 2.02 -2.13  0.063
3 H -0.06 -0.37 2.47  0.056
4 O 2.39 -2.57 -0.26  -0.042
5 H -0.41 -1.46 -2.55  0.072
6 H -0.79 -2.48 -1.49  0.070
7 O -1.06 1.48 -1.49  -0.077
8 Cl 2.01 0.84 0.07  0.376
9 Li -0.16 -0.06 -0.26  0.631
10 H -1.35 -1.10 2.18  0.069
11 H 0.09 2.25 1.26  -0.070
12 H -1.91 1.91 -1.36  0.071
13 O -0.68 -0.57 1.77  -0.076
14 O -0.53 -1.56 -1.60  -0.077
15 H 1.51 -2.80 -0.57  0.010
16 H 2.31 -1.66 0.02  -0.072
17 H -0.17 3.28 2.34  0.047

Its total charge is +1. As for the expectation value of S²: 0.752. The total energy comes out at -23121.4506 eV. As for the HOMO energy (alpha / beta): -14.83 / -14.81 eV. Its orbital gap (alpha / beta) is 0.4191 / 0.2030 Ha. Its multiplicity is 2.


Here is a molecular structure, C2H2N2O in a non-equilibrium geometry from the OMol25 dataset. Energies are from ωB97M-V with the def2-TZVPD basis set.

Each line ends with the Löwdin charge.
Atoms and positions in Å:
1 H -0.37 -0.67 0.48  0.057
2 C -2.19 1.68 -0.12  -0.236
3 N -1.84 2.76 -0.02  0.179
4 C -2.62 0.40 -0.17  0.003
5 O -2.76 -1.94 0.11  0.077
6 H -0.48 -1.44 0.59  0.066
7 N -2.74 -0.78 0.01  -0.144

Its total charge is 0. The total energy comes out at -7129.2172 eV. As for the HOMO energy: -10.82 eV. Its orbital gap is 0.3910 Ha. Its multiplicity is 1.


Here is C4H6N2 in the gas phase in a non-equilibrium geometry from the OMol25 dataset. Energies are from ωB97M-V with the def2-TZVPD basis set.

Each line ends with the Löwdin charge.
Atoms and positions in Å:
1 C -1.04 0.80 -1.26  -0.141
2 H 1.23 -1.57 1.57  0.073
3 C 0.21 -0.19 0.29  -0.380
4 H 0.18 2.04 0.09  0.097
5 H 0.82 -0.03 2.35  0.075
6 H 2.16 -0.10 1.20  0.075
7 C -0.16 1.07 -0.24  -0.046
8 N -0.43 -1.18 -0.33  0.069
9 H -1.39 -1.30 -1.90  0.193
10 N -1.18 -0.49 -1.23  -0.080
11 H -1.56 1.43 -1.95  0.116
12 C 1.16 -0.49 1.41  -0.052

Its total charge is 0. The total energy comes out at -7224.5029 eV. As for the SMILES: Cc1cc[nH]n1. As for the HOMO energy: -9.21 eV. Its orbital gap is 0.3793 Ha. Its multiplicity is 1.


Here is a molecular structure, C24H34F6NO10S2 in a non-equilibrium geometry from the OMol25 dataset. Energies are from ωB97M-V with the def2-TZVPD basis set.

Each line ends with the Löwdin charge.
Atoms and positions in Å:
1 C -3.85 0.32 0.74  -0.167
2 H 0.08 1.27 -1.95  0.086
3 O -2.31 2.17 1.64  -0.350
4 O -3.08 -1.86 0.18  0.124
5 H -6.70 -3.85 -2.26  0.097
6 H -11.59 -0.10 -3.19  0.127
7 H 10.47 5.39 0.70  0.083
8 H -6.47 -0.50 1.39  0.107
9 C 6.49 -0.44 0.62  -0.174
10 C 3.36 0.29 -1.49  -0.199
11 F -10.75 -1.31 1.09  0.151
12 H 3.97 0.08 0.56  0.113
13 H 9.83 4.46 3.55  0.126
14 C -13.17 0.85 -2.09  -0.060
15 O -11.69 -0.94 -1.35  0.036
16 C 7.53 -1.49 0.32  -0.265
17 H -4.49 0.54 1.59  0.097
18 N -1.30 0.50 0.06  -0.335
19 C -5.37 -1.62 -0.07  -0.145
20 H 2.30 2.10 -0.80  0.092
21 H 4.39 1.63 -0.14  0.111
22 H 0.80 -0.32 -1.92  0.096
23 H 6.97 0.38 1.13  0.090
24 H -13.97 0.59 -1.39  0.077
25 O 9.44 3.25 1.90  0.037
26 F -10.69 -3.22 0.11  0.156
27 S 0.28 0.52 0.27  0.494
28 H -4.12 1.02 -0.05  0.113
29 H 5.74 -0.89 1.27  0.119
30 H 7.92 -1.89 1.27  0.114
31 H 5.77 -0.71 -1.41  0.102
32 O -1.98 -0.10 2.48  -0.322
33 C -6.54 -1.23 0.59  -0.020
34 C -12.37 -0.37 -2.48  -0.194
35 C 10.31 2.32 2.28  -0.400
36 C -6.68 -3.11 -1.47  -0.074
37 H -13.00 -1.13 -2.96  0.125
38 C -4.00 -1.11 0.29  -0.391
39 H 8.42 -3.83 0.36  0.082
40 C -12.42 -1.72 -0.56  -0.399
41 C -5.46 -2.56 -1.10  -0.020
42 C 10.69 5.34 1.76  -0.062
43 O 11.22 2.45 3.04  0.168
44 C 9.94 0.99 1.61  -0.542
45 S -2.21 0.76 1.34  0.492
46 H 8.65 5.05 2.38  0.127
47 O 0.78 1.69 0.97  -0.343
48 C 2.19 1.31 -1.53  -0.228
49 O 6.95 -2.57 -0.38  -0.186
50 C 4.33 0.56 -0.35  -0.199
51 C 9.62 4.55 2.48  -0.193
52 F 8.86 0.46 2.20  0.160
53 C -11.52 -2.27 0.56  -0.534
54 H -8.63 -1.46 0.78  0.077
55 C -7.77 -1.78 0.22  -0.073
56 H 8.57 -3.39 -1.36  0.085
57 H -8.79 -3.15 -1.08  0.080
58 C 7.87 -3.63 -0.56  -0.118
59 F 10.94 0.11 1.70  0.174
60 H 7.29 -4.51 -0.82  0.085
61 H 11.66 4.86 1.87  0.076
62 H 6.36 0.88 -1.03  0.108
63 H 2.22 1.78 -2.52  0.098
64 H -13.62 1.31 -2.97  0.082
65 C 5.76 0.06 -0.64  -0.196
66 O -13.57 -1.99 -0.69  0.171
67 F 9.67 1.15 0.31  0.166
68 F -12.25 -2.80 1.54  0.176
69 H -4.55 -2.85 -1.61  0.115
70 O 0.85 -0.72 0.76  -0.346
71 H 3.91 0.37 -2.43  0.100
72 H -12.53 1.58 -1.59  0.085
73 H 8.41 -1.10 -0.22  0.115
74 H 2.95 -0.71 -1.43  0.110
75 H 10.76 6.35 2.16  0.081
76 C 0.81 0.65 -1.43  -0.261
77 C -7.84 -2.71 -0.81  -0.091

Its total charge is -1. The total energy comes out at -85380.8982 eV. As for the HOMO energy: -5.14 eV. Its orbital gap is 0.2579 Ha. Its multiplicity is 1.